(1)
This record from the Open Molecules 2025 dataset describes a structure of composition C4H14N4O in a non-equilibrium geometry. The level of theory is the ωB97M-V functional and the def2-TZVPD basis.

Output
E_tot   -454.9829 Ha
Molecular weight   134.2 g mol⁻¹
LUMO level   0.5 eV
F_max   1.123 eV/A
Energy above the lowest of the compared OMol25 structures with the same formula, charge and spin   2.2298 eV
Kohn-Sham gap   7.652 eV

Geometry as XYZ:
```
23
Properties=species:S:1:pos:R:3:mulliken_charge:R:1
C 0.91490 1.90239 -0.50123 -0.176
C 0.00761 2.38112 0.68341 -0.669
N 0.20810 1.34730 1.73033 -0.504
O 2.02748 1.28875 0.00375 -0.960
H 1.26515 1.11272 1.50517 0.358
H -0.41562 0.23679 1.34871 0.328
H 0.04661 1.69850 2.66700 0.244
H 0.28533 1.20855 -1.11522 0.032
H 1.13046 2.78532 -1.13203 0.374
H 0.36527 3.34634 1.05398 0.368
H -1.04730 2.45647 0.40249 0.276
C 1.26869 -1.45839 -0.00770 -1.033
N -0.77586 -2.11398 -1.12340 -0.077
C -0.20933 -1.43865 -0.08708 0.674
N -2.14365 -1.98287 -1.38900 -0.643
N -0.92347 -0.77825 0.77341 -0.462
H -0.16523 -2.52009 -1.81818 0.199
H -2.30140 -1.45626 -2.24210 0.227
H -2.58028 -2.89391 -1.45621 0.224
H -1.92117 -0.81250 0.59032 0.254
H 1.70765 -2.15854 -0.71902 0.353
H 1.57613 -1.74558 0.99806 0.282
H 1.67994 -0.40524 -0.16545 0.332
```

=====

(2)
This record from the Open Molecules 2025 dataset describes a cluster of 2 separate species, C22H45BCl2N3O2 in total in a non-equilibrium geometry. The level of theory is the ωB97M-V functional and the def2-TZVPD basis.

Output
E_tot   -2125.0888 Ha
Molecular weight   465.3 g mol⁻¹
LUMO level   -2.6 eV
F_max   1.376 eV/A
Charge   +1
Kohn-Sham gap   10.176 eV

Geometry as XYZ:
```
75
Properties=species:S:1:pos:R:3:mulliken_charge:R:1
C -5.78303 1.41586 1.03315 -1.547
C -4.36381 0.91717 1.29865 -0.135
C -3.33381 2.04110 1.13363 -0.711
C -1.91166 1.47203 0.97678 0.629
C -1.01266 2.22777 0.00172 0.135
C -1.58635 2.38155 -1.41376 -0.698
C -0.47418 2.80346 -2.38144 -1.636
C 0.53291 1.67153 -2.59437 -0.207
C -0.13897 0.33162 -2.90755 -0.012
C 0.77723 -0.60672 -3.71464 -0.867
C 1.19149 -1.84344 -2.90754 -1.337
C 1.53979 -1.50771 -1.46237 1.999
C 2.81770 -0.67925 -1.29146 -1.080
C 2.77457 0.21358 -0.03901 0.820
C 3.10725 -0.51038 1.30758 -1.465
C 1.91788 -0.42285 2.17483 0.948
C 0.95222 -1.32817 2.48484 0.016
C 0.88035 -2.73861 2.02707 -1.111
C -0.50121 -3.13327 1.47048 -0.664
O -1.23860 -2.04185 0.96111 -0.510
N 0.04947 -0.67810 3.30482 0.128
B -1.22984 -1.22514 3.91328 0.574
C -1.29778 -2.49494 4.81109 -0.884
O -2.35098 -0.52307 3.64641 -0.621
C 0.45462 0.57167 3.50084 -0.291
N 1.59154 0.72793 2.83864 0.467
N 2.36713 1.89590 2.80935 -1.190
H -6.46902 0.57640 1.11801 0.420
H -5.86178 1.86964 0.05264 0.382
H -6.08667 2.11950 1.80106 0.334
H -4.33370 0.59372 2.33996 0.115
H -4.14336 0.06306 0.66326 0.311
H -3.39503 2.67696 2.01253 0.356
H -3.61015 2.66580 0.29150 0.331
H -1.43858 1.52837 1.96210 0.099
H -1.98068 0.41789 0.70742 -0.151
H -0.83295 3.23421 0.37739 0.486
H -0.03475 1.74512 -0.03916 -0.692
H -2.31766 3.18566 -1.38725 0.509
H -2.10924 1.49279 -1.75724 0.377
H 0.03745 3.67179 -1.97437 0.441
H -0.90606 3.04206 -3.35030 0.413
H 1.22139 1.60138 -1.75215 -0.115
H 1.14566 1.94567 -3.44999 0.530
H -0.52347 -0.14870 -2.01267 -0.136
H -1.00316 0.57089 -3.52327 0.725
H 0.21911 -0.95850 -4.57898 0.348
H 1.64771 -0.10859 -4.12510 0.148
H 2.01922 -2.39139 -3.35022 0.432
H 0.34626 -2.53206 -2.89872 0.369
H 0.72069 -0.96341 -0.99864 -1.404
H 1.69758 -2.45025 -0.94019 0.373
H 3.71440 -1.29076 -1.24884 0.525
H 2.88058 0.01712 -2.12420 0.260
H 3.39782 1.09071 -0.18414 0.620
H 1.74297 0.56451 0.01884 -1.092
H 3.92330 0.04179 1.75780 0.359
H 3.39605 -1.53728 1.13559 0.554
H 1.68608 -2.90143 1.32918 0.233
H 1.10682 -3.37972 2.87990 0.524
H -1.07768 -3.55589 2.28055 0.397
H -0.36522 -3.91413 0.72486 0.458
H -0.65344 -1.45377 0.47287 0.047
H -0.91498 -3.39537 4.34125 0.347
H -2.34234 -2.67381 5.03993 0.289
H -0.79138 -2.34951 5.76614 0.329
H -2.34737 -0.26409 2.71144 0.342
H -0.03564 1.30645 4.10279 0.526
H 2.14240 2.46896 3.61040 0.272
H 2.17469 2.39810 1.94957 0.242
C 4.56689 -0.83351 -6.22408 -0.341
Cl 4.14517 0.69878 -6.98995 -0.144
Cl 4.43270 -0.73913 -4.45965 -0.088
H 3.88880 -1.59964 -6.58050 0.249
H 5.58931 -1.08405 -6.47952 0.340
```

=====

(3)
This record from the Open Molecules 2025 dataset describes an isolated molecule of C2H4FNO2 in a non-equilibrium geometry. The level of theory is the ωB97M-V functional and the def2-TZVPD basis.

Output
E_tot   -383.6628 Ha
Molecular weight   93.1 g mol⁻¹
LUMO level   0.7 eV
F_max   5.693 eV/A
Energy above the lowest of the compared OMol25 structures with the same formula, charge and spin   1.5414 eV
SMILES   NC(=O)[C@@H](O)F
Kohn-Sham gap   10.876 eV

Geometry as XYZ:
```
10
Properties=species:S:1:pos:R:3:mulliken_charge:R:1
C -0.40368 0.78523 -0.14507 0.413
C 1.02033 0.43374 0.01848 0.253
N -1.07619 -0.85099 0.03548 -0.698
O -1.06315 1.72631 -0.26297 -0.371
O 1.23385 -0.30438 1.07537 -0.480
F 1.37848 -0.15692 -1.19677 -0.291
H 1.54178 1.39893 -0.00503 0.257
H -1.04005 -1.43339 -0.72576 0.175
H -2.03921 -0.74484 0.13859 0.231
H 0.44783 -0.85369 1.06768 0.512
```

=====

(4)
This record from the Open Molecules 2025 dataset describes a cluster of 3 separate species, C19H40FO8P in total. The level of theory is the ωB97M-V functional and the def2-TZVPD basis.

Output
E_tot   -1791.0244 Ha
Molecular weight   446.5 g mol⁻¹
LUMO level   0.6 eV
F_max   0.959 eV/A
SMILES   CCC[C@H](C)[PH2](CCF)CCCC(=O)OCC.COC(=O)OC.COC(=O)OC
Kohn-Sham gap   8.314 eV

Geometry as XYZ:
```
69
Properties=species:S:1:pos:R:3:mulliken_charge:R:1
C -2.93850 0.01013 -3.74994 -1.262
C -3.40840 -0.90586 -2.61956 -0.389
C -2.26740 -1.80317 -2.07135 -0.879
C -1.97241 -1.64603 -0.57078 -0.235
C -3.16937 -2.03674 0.30344 -1.431
P -1.32638 0.10558 -0.15257 1.292
C -0.83347 1.94772 0.01202 -0.390
C -1.12691 2.71096 -1.26370 -0.542
F -0.24438 2.26063 -2.26577 -0.250
C -0.45201 -0.43029 1.39158 -0.513
C -0.78967 0.32319 2.69230 -0.647
C 0.23248 1.41562 3.10512 -0.050
C -0.42588 2.70899 3.48600 0.090
O -0.46974 3.70534 2.79680 -0.581
O -0.97222 2.65287 4.72661 -0.374
C -2.18407 3.39269 4.91138 -0.255
C -3.40344 2.59782 4.45853 -1.004
H -2.50735 -0.56651 -4.56974 0.351
H -2.22191 0.75138 -3.38888 0.184
H -3.78960 0.56180 -4.16247 0.376
H -4.22749 -1.53664 -2.96819 0.404
H -3.78790 -0.28741 -1.80309 0.364
H -2.53989 -2.85089 -2.23489 0.482
H -1.34856 -1.61580 -2.63759 0.150
H -1.15131 -2.34482 -0.36170 0.648
H -3.22939 -1.43989 1.22185 0.268
H -4.12056 -1.91193 -0.21838 0.416
H -3.10696 -3.08789 0.59601 0.342
H -2.68834 0.56521 -0.07551 -0.243
H -0.57440 0.05266 -1.37132 -0.714
H 0.22511 2.08854 0.25350 0.216
H -1.41744 2.40580 0.81653 0.105
H -2.14968 2.53313 -1.61651 0.316
H -0.95702 3.78251 -1.14328 0.393
H 0.62392 -0.41112 1.19569 -0.029
H -0.70810 -1.47895 1.54301 0.607
H -0.76296 -0.42730 3.48559 0.381
H -1.80992 0.71189 2.68823 0.340
H 0.81122 1.06745 3.96156 0.568
H 0.93572 1.61394 2.29701 0.014
H -2.25123 3.60560 5.97914 0.354
H -2.11930 4.35448 4.40130 0.289
H -3.18573 1.53110 4.55824 0.246
H -3.63290 2.77886 3.40617 0.266
H -4.27094 2.81475 5.07909 0.385
C 3.85715 0.01902 0.29767 -0.503
O 4.52534 -0.70392 1.33355 -0.349
C 3.70036 -1.23357 2.23289 0.758
O 2.49943 -1.13261 2.23334 -0.492
O 4.42569 -1.88815 3.13433 -0.362
C 3.65955 -2.51055 4.16926 -0.608
H 4.63066 0.41158 -0.35523 0.297
H 3.20259 -0.64181 -0.26755 0.191
H 3.28432 0.84513 0.71597 0.243
H 2.97828 -3.24862 3.75063 0.275
H 3.09863 -1.76629 4.73126 0.273
H 4.37858 -2.99889 4.81950 0.226
C 4.54342 -2.37241 -6.22164 -0.629
O 4.08081 -1.13942 -5.66612 -0.340
C 3.12805 -1.27912 -4.74454 0.711
O 2.66097 -2.32241 -4.37034 -0.553
O 2.78743 -0.06895 -4.31070 -0.347
C 1.76197 -0.06935 -3.31336 -0.473
H 5.30623 -2.10537 -6.94670 0.218
H 4.97394 -3.00476 -5.44759 0.292
H 3.73030 -2.89917 -6.71720 0.295
H 2.07902 -0.61535 -2.42596 0.194
H 0.84669 -0.51059 -3.70391 0.289
H 1.57529 0.96617 -3.04900 0.335
```

=====

(5)
This record from the Open Molecules 2025 dataset describes an isolated molecule of C8H15N in a non-equilibrium geometry. The level of theory is the ωB97M-V functional and the def2-TZVPD basis.

Output
E_tot   -368.5703 Ha
Molecular weight   125.2 g mol⁻¹
LUMO level   0.9 eV
F_max   1.962 eV/A
Energy above the lowest of the compared OMol25 structures with the same formula, charge and spin   0.0656 eV
SMILES   CC1=NCCCC1(C)C
Kohn-Sham gap   9.544 eV

Geometry as XYZ:
```
24
Properties=species:S:1:pos:R:3:mulliken_charge:R:1
C 0.54105 0.30090 -0.19662 2.034
C 0.10009 -0.28440 -1.55248 -1.006
C -2.11602 -0.87139 -0.44391 -0.681
C -0.90794 -1.39355 -1.32642 -0.719
C 0.59972 1.82853 -0.32810 -1.961
C 1.91518 -0.24841 0.18948 -2.010
C -0.07133 0.31787 2.40720 -1.425
C -0.48880 0.01115 1.00062 0.669
N -1.65522 -0.42626 0.82716 -0.648
H -0.37894 0.49774 -2.15466 0.392
H 0.96953 -0.64514 -2.12140 0.326
H -2.62287 -0.04855 -0.96082 0.308
H -2.83760 -1.67576 -0.27625 0.378
H -0.45446 -2.24247 -0.81360 0.299
H -1.32598 -1.73552 -2.27402 0.417
H 1.02337 2.28833 0.56507 0.414
H -0.39720 2.23574 -0.48663 0.437
H 1.22299 2.10750 -1.17852 0.438
H 2.63230 -0.06113 -0.61038 0.496
H 2.29190 0.22224 1.09316 0.403
H 1.86211 -1.32329 0.35317 0.391
H 0.44790 1.26832 2.47476 0.338
H -0.94770 0.33740 3.04616 0.428
H 0.59792 -0.45983 2.76704 0.281
```

=====

(6)
This record from the Open Molecules 2025 dataset describes a cluster of 2 separate species, C4H11N3O2 in total in a non-equilibrium geometry. The level of theory is the ωB97M-V functional and the def2-TZVPD basis.

Output
E_tot   -473.6749 Ha
Molecular weight   133.2 g mol⁻¹
LUMO level   0.7 eV
F_max   5.378 eV/A
Energy above the lowest of the compared OMol25 structures with the same formula, charge and spin   3.4794 eV
Kohn-Sham gap   7.902 eV

Geometry as XYZ:
```
20
Properties=species:S:1:pos:R:3:mulliken_charge:R:1
C -0.87094 0.40827 -1.35415 0.335
C 0.06877 -1.63264 0.04914 -0.695
C 0.92899 1.19090 0.63238 -0.555
C -0.40201 0.50748 0.00338 0.481
N -1.00933 -2.36878 0.41692 -0.315
N -1.37221 0.42483 1.00046 -0.498
N 1.94510 1.30665 -0.44960 -0.748
O 0.04042 0.84883 -2.30020 -0.558
O -1.94848 -0.09568 -1.58904 -0.628
H 0.76403 -1.30624 0.78017 0.467
H 0.39756 -1.93260 -0.91364 0.282
H 0.65962 2.18990 1.03343 0.410
H 1.34337 0.52825 1.51586 0.323
H -1.72355 -2.38167 -0.25721 0.215
H -1.31082 -2.56222 1.33382 0.193
H -2.25032 0.88763 0.85816 0.187
H -0.99905 0.70847 1.80946 0.193
H 2.75078 1.67427 -0.01107 0.272
H 0.79082 1.21406 -1.93334 0.464
H 2.19726 0.39027 -0.62493 0.178
```

=====

(7)
This record from the Open Molecules 2025 dataset describes a cluster of 3 separate species, C22H42IN4O7 in total. The level of theory is the ωB97M-V functional and the def2-TZVPD basis.

Output
E_tot   -1906.5241 Ha
Molecular weight   601.5 g mol⁻¹
LUMO level   -5.0 eV
F_max   0.778 eV/A
Charge   +1
Kohn-Sham gap   4.967 eV

Geometry as XYZ:
```
76
Properties=species:S:1:pos:R:3:mulliken_charge:R:1
C 11.98199 1.57604 0.11886 -0.872
N 10.52670 1.49599 0.03140 -0.245
C 10.00096 1.42530 -1.27846 -0.535
O 8.74591 2.20637 -1.31393 -0.261
C 7.72900 1.68659 -1.99303 0.195
O 7.76758 1.18435 -3.08121 -0.517
C 6.42376 1.81858 -1.24215 0.537
C 6.24441 2.81943 -0.28746 -0.425
C 5.03885 2.89405 0.35980 -0.586
N 4.07063 2.00977 0.06448 0.152
C 4.20758 1.01573 -0.83811 0.294
C 3.06329 0.07995 -1.05434 -0.619
C 2.63907 -0.77332 0.13973 0.056
O 1.62649 -1.37426 0.14808 -0.386
I 3.96002 -0.93586 1.83817 0.070
C 5.39688 0.92495 -1.52461 -0.300
H 12.49328 0.66044 -0.18859 0.321
H 12.26897 1.78984 1.14467 0.300
H 12.33952 2.39365 -0.50265 0.335
H 10.16995 0.74622 0.60572 0.234
H 9.76702 0.41544 -1.61888 0.370
H 10.68163 1.89085 -1.98467 0.320
H 7.03676 3.51551 -0.06231 0.555
H 4.81474 3.62811 1.11792 0.436
H 3.19636 2.06297 0.57344 0.351
H 3.35925 -0.63482 -1.82103 0.347
H 2.18116 0.62155 -1.39696 0.391
H 5.53943 0.16581 -2.28013 0.474
C -0.41031 -1.92808 2.25352 -0.715
O -1.41684 -2.28623 3.17297 -0.378
C -2.56536 -1.44698 3.13219 -0.776
C -3.76597 -2.17622 2.57341 -0.336
N -3.58493 -2.45948 1.15601 -0.041
C -4.60107 -3.33204 0.57219 -0.630
C -4.70160 -4.76174 1.08770 -0.622
O -3.58207 -5.56646 0.77598 -0.428
C -2.50460 -5.50224 1.68799 -0.448
H 0.46712 -2.53546 2.47016 0.250
H -0.71373 -2.11416 1.21825 0.365
H -0.13962 -0.87018 2.35833 0.355
H -2.35976 -0.54701 2.54336 0.311
H -2.78337 -1.13679 4.15741 0.406
H -4.65041 -1.54458 2.70184 0.300
H -3.91507 -3.08613 3.16981 0.294
H -2.67724 -2.88570 1.02113 -0.036
H -4.40398 -3.38425 -0.50158 0.426
H -5.57743 -2.84970 0.69037 0.279
H -5.55278 -5.22595 0.58444 0.397
H -4.91195 -4.80270 2.16347 0.369
H -2.84960 -5.32175 2.70980 0.267
H -1.77886 -4.72867 1.41581 0.121
H -1.99234 -6.46364 1.65818 0.295
C -7.84714 2.07176 -0.33868 -0.695
O -6.64333 1.89150 0.38093 -0.390
C -6.13123 0.56583 0.35457 -0.675
C -4.83938 0.48902 -0.42508 0.434
N -5.06725 0.70172 -1.84912 -0.412
C -3.85028 0.85046 -2.63548 -0.780
C -2.94490 2.04212 -2.34325 -0.455
O -3.49918 3.29680 -2.67454 -0.433
C -4.31743 3.89001 -1.68278 -0.543
H -8.20386 3.07722 -0.12401 0.254
H -7.70203 1.97466 -1.42031 0.299
H -8.61026 1.35486 -0.02174 0.341
H -6.87184 -0.12963 -0.05200 0.480
H -5.92908 0.27510 1.39041 0.108
H -4.39340 -0.49802 -0.27585 0.034
H -4.15328 1.23503 0.00372 0.053
H -5.64075 1.52658 -1.97214 0.134
H -4.14412 0.91152 -3.68619 0.385
H -3.25829 -0.06479 -2.52399 0.389
H -2.05794 1.93478 -2.97550 0.363
H -2.59489 2.04499 -1.30199 0.339
H -3.98706 3.62336 -0.67505 0.275
H -5.36831 3.61144 -1.79642 0.190
H -4.24421 4.97063 -1.80205 0.286
```

=====

(8)
This record from the Open Molecules 2025 dataset describes an isolated molecule of C13H20N2O2 in a non-equilibrium geometry. The level of theory is the ωB97M-V functional and the def2-TZVPD basis.

Output
E_tot   -766.9495 Ha
Molecular weight   236.3 g mol⁻¹
LUMO level   0.7 eV
F_max   14.101 eV/A
Energy above the lowest of the compared OMol25 structures with the same formula, charge and spin   11.7033 eV
SMILES   CCCCCCOc1ccc(/C(N)=N/O)cc1
Kohn-Sham gap   8.875 eV

Geometry as XYZ:
```
37
Properties=species:S:1:pos:R:3:mulliken_charge:R:1
C -1.60744 -3.13296 0.04468 -1.218
C -2.16016 -1.99161 -0.79622 -0.384
C -3.31135 -1.29040 -0.02380 -0.691
C -4.15392 -0.29776 -0.76487 -0.663
C -3.34972 0.81182 -1.15729 -1.053
C -3.05005 1.67485 0.31376 -0.958
O -2.16082 0.96854 1.26432 -0.517
C -0.80649 0.94780 0.57205 1.110
C -0.23946 1.57556 -0.49081 -1.091
C 1.18078 1.25653 -0.70278 -1.211
C 1.84334 0.63090 0.09678 1.273
C 1.19308 -0.09421 1.06917 -0.187
C 0.00208 -0.12656 1.36346 -0.796
H -0.47238 -0.32788 2.36070 0.395
H 1.87405 -0.88562 1.64021 0.171
C 3.23955 0.13112 -0.11346 -0.001
N 3.82986 -1.11431 0.20994 -0.393
O 5.12540 -1.20428 -0.07302 -0.323
H 5.44224 -1.92457 0.13300 0.243
N 3.97117 1.12861 -0.86830 -0.384
H 3.67292 2.04078 -1.02777 0.177
H 4.87466 1.00627 -0.88741 0.174
H 1.57028 1.89238 -1.50484 0.215
H -0.80387 2.28224 -0.84836 0.869
H -3.88136 2.06334 0.65136 0.824
H -2.53294 2.78041 -0.01555 0.190
H -3.94545 1.48244 -1.63680 0.398
H -2.43577 0.87859 -1.58413 0.743
H -4.63800 -0.68836 -1.58801 0.499
H -5.05686 -0.02054 -0.08637 0.272
H -3.08470 -0.89018 0.90315 0.539
H -4.22080 -2.19974 0.09894 0.189
H -1.52438 -1.18156 -0.96611 0.257
H -2.70704 -2.46724 -1.77901 0.285
H -0.87191 -3.61725 -0.61608 0.333
H -1.21728 -2.58028 0.94626 0.302
H -2.35253 -3.91682 -0.01301 0.413
```